[1]
Density functional theory data (wB97M-V/def2-TZVPD) for a cluster of 5 separate species, CH10O5 in total.

Its charge is +1. As for the expectation value of S²: 0.7587. The value obtained for the molecular weight is 102.086 g/mol. The HOMO-LUMO gap (spin up / spin down) comes out at 0.21218 / 0.09412 Eh. The spin multiplicity is 2. The relative energy (zero: lowest compared OMol25 entry of this formula, charge and spin) is 32.01 kcal per mole.

Bonds (Å) are listed after each position.
Element x y z (Å)
1 O -2.34 -1.83 -0.14  C2 1.213
2 C -2.09 -0.70 -0.51  O1 1.213, H3 1.093, H4 1.105
3 H -2.84 0.01 -0.87  C2 1.093
4 H -1.03 -0.45 -0.64  C2 1.105
5 H -2.12 1.45 2.48  O7 0.964
6 H -3.29 0.65 3.06  O7 0.964
7 O -3.08 1.46 2.58  H5 0.964, H6 0.964
8 H 4.18 2.45 -2.91  O10 0.962
9 H 2.90 2.71 -2.23  O10 0.961
10 O 3.32 2.04 -2.78  H8 0.962, H9 0.961
11 H -1.18 1.20 4.60  O13 0.959
12 H 0.00 0.27 4.32  O13 0.962
13 O -0.56 0.93 3.92  H11 0.959, H12 0.962
14 H 3.42 -3.11 -3.37  O16 0.959
15 H 1.92 -3.35 -3.78  O16 0.958
16 O 2.80 -3.73 -3.73  H14 0.959, H15 0.958

***

[2]
Density functional theory data (wB97M-V/def2-TZVPD) for the molecule C4H12N2O.

Its charge is 0. As for the SMILES: NCCNCCO. The value obtained for the molecular weight is 104.153 g/mol. The HOMO-LUMO gap comes out at 0.34643 Eh. The relative energy (zero: lowest compared OMol25 entry of this formula, charge and spin) is 56.15 kcal per mole.

Bonds (Å) are listed after each position.
Element x y z (Å)
1 N 1.33 -0.29 -2.19  C2 1.479, H9 1.065, H10 1.035
2 C 1.45 0.73 -1.12  N1 1.479, C3 1.565, H11 1.108, H12 1.050
3 C 1.60 0.07 0.29  C2 1.565, N4 1.473, H13 1.122, H14 1.116
4 N 0.29 -0.55 0.53  C3 1.473, C5 1.444, H15 0.999
5 C -0.79 0.33 0.90  N4 1.444, C6 1.513, H16 1.109, H17 1.083
6 C -2.02 -0.40 1.39  C5 1.513, O7 1.456, H18 1.110, H19 1.223
7 O -2.67 -1.03 0.25  C6 1.456, H8 0.999
8 H -3.42 -1.58 0.61  O7 0.999
9 H 2.31 -0.52 -2.54  N1 1.065
10 H 0.89 0.25 -2.96  N1 1.035
11 H 2.39 1.28 -1.31  C2 1.108
12 H 0.59 1.33 -1.06  C2 1.050
13 H 1.76 0.91 1.02  C3 1.122
14 H 2.30 -0.74 0.63  C3 1.116
15 H -0.06 -0.98 -0.30  N4 0.999
16 H -1.10 1.06 0.12  C5 1.109
17 H -0.42 0.96 1.71  C5 1.083
18 H -1.73 -1.24 2.06  C6 1.110
19 H -2.71 0.42 1.98  C6 1.223